This record from the Open Molecules 2025 dataset describes a structure of composition C12H22BN2O14S2. The level of theory is ωB97M-V/def2-TZVPD.

Structure (XYZ):
```
53
C12H22BN2O14S2 | the Open Molecules 2025 dataset | ωB97M-V/def2-TZVPD
O -1.45348 2.18443 -2.45906
H 2.13027 1.67325 1.86437
H -0.94633 -2.68904 -2.24916
H 0.19436 3.39019 -2.30582
H -1.22832 3.25857 -5.01100
O -1.64046 -0.51058 7.37844
C -0.45141 -1.12622 7.15978
O 2.00586 -1.78591 -1.35069
H -2.54906 -0.91707 3.39549
O 0.76391 -0.73351 1.61502
C 2.32821 0.86302 1.15415
H 0.52713 3.37177 -4.70695
C 0.34806 -0.01899 0.54200
H 3.57932 -0.25392 3.38705
S 1.26978 -2.09503 -4.93445
H -2.21407 -2.39703 5.45852
H -0.88766 -0.34067 3.62908
H -1.18380 -2.02858 3.26276
H 1.89197 0.04865 3.85019
O 1.13990 -0.96387 -5.84006
C -2.28886 -0.34349 6.11277
H 2.69799 -1.25891 1.20078
S 2.11724 -0.97368 -2.55174
O -1.50505 -2.05708 -5.02316
C -1.68490 -1.45677 5.27887
H -2.03349 0.64180 5.71442
C -0.41470 2.97804 -4.33551
C -0.72478 3.34866 -2.89617
H -1.68006 4.82033 -1.65219
H -2.53674 4.46471 -3.15417
O -0.38199 -1.57810 5.89087
H -1.32830 -3.96062 -3.19000
O -0.34276 1.55494 -4.27340
H -1.91886 -1.28360 -4.62600
H 0.90843 -0.40499 -2.72418
C -1.57100 -1.16987 3.80718
N -0.60799 -3.26435 -3.01689
H 2.46162 -1.60379 3.62189
C 2.54855 -0.58384 3.24973
H 3.29096 1.01345 0.67234
O 1.30536 0.85412 0.16341
O -1.29278 -0.00377 -2.97633
O 1.55877 -3.38549 -5.55726
O 0.40414 -1.24354 7.97577
N 2.38576 -1.82526 -3.83156
C 2.17427 -0.50438 1.79187
H -1.05420 5.44301 -3.18560
O -0.71917 -0.13112 0.03255
B -0.45839 -2.47246 -4.23113
C -1.54929 4.59525 -2.70979
O 3.04472 0.14104 -2.43858
H -3.36515 -0.42147 6.24096
C -1.06352 1.14177 -3.21944
```

Computed properties:
Relative energy (zero: lowest compared OMol25 entry of this formula, charge and spin): 0.0 kcal per mole
Spin multiplicity: 1
Net charge: -1
HOMO: -0.1867 Ha
Kohn-Sham gap: 7.25 eV

This record from the Open Molecules 2025 dataset describes a cluster of 2 separate species, C12H22BrClN2OPS in total. The level of theory is ωB97M-V/def2-TZVPD.

Structure (XYZ):
```
41
C12H22BrClN2OPS | the Open Molecules 2025 dataset | ωB97M-V/def2-TZVPD
H 2.64120 -5.81944 0.05114
H -1.75343 0.80808 -2.19023
H -0.97441 -2.90925 1.84301
H 1.13225 -5.28905 -0.70764
H 1.18986 -4.51939 3.30903
C -0.64021 -0.22036 -0.65155
H -0.67588 -0.42599 0.41974
O 0.78207 -3.12153 0.91424
H -0.57448 -4.58138 1.49124
H 0.11931 3.79841 -3.76064
H 0.76452 -2.83629 3.62947
H -0.41176 -4.12725 3.92122
H 2.55056 -3.92482 1.64530
H -1.42426 3.97381 -2.93641
Cl 2.88110 3.58876 1.79967
C 1.95470 -3.90048 0.72637
C 1.79416 3.49504 0.51577
C 0.38307 -3.78810 3.25663
N 1.43120 3.87430 -1.77405
H -4.13499 3.13286 -0.69684
H -1.09325 3.06619 2.33007
H -2.77714 0.04108 -0.97476
C 0.48757 2.96305 0.66656
C 0.21229 3.38646 -1.68057
H -0.77331 2.35693 -3.27736
H -0.62959 -1.19052 -1.15049
Br 3.86886 4.59720 -1.01863
N 2.18116 3.90789 -0.69081
H 1.13017 -5.90409 0.94706
C -1.84788 0.59447 -1.12399
H -3.29620 2.77890 -2.21147
C -0.15770 -3.63305 1.84654
H -2.86711 4.22508 -1.24747
C 1.69370 -5.30999 0.22722
C -0.32807 2.89913 -0.44115
S 0.04449 2.36458 2.26989
P -2.02951 2.16569 -0.17861
C -0.52034 3.37559 -2.98786
H 0.30153 0.27735 -0.89000
H 2.53672 -3.34986 -0.01340
C -3.17095 3.17998 -1.20623
```

Computed properties:
Relative energy (zero: lowest compared OMol25 entry of this formula, charge and spin): 0.0 kcal per mole
Spin multiplicity: 1
Net charge: +1
HOMO: -0.4276 Ha
Kohn-Sham gap: 6.79 eV

This record from the Open Molecules 2025 dataset describes a cluster of 2 separate species, C12H22ClNO4 in total at a distorted geometry. The level of theory is ωB97M-V/def2-TZVPD.

Structure (XYZ):
```
40
C12H22ClNO4 | the Open Molecules 2025 dataset | ωB97M-V/def2-TZVPD
C -0.28797 0.62647 -4.18828
H 2.16654 3.09561 5.50490
C 1.42184 -4.14335 -4.03883
H -0.19548 -2.39473 -4.37714
H -2.55902 -2.65178 -1.52046
H -2.31982 -0.84984 -2.29110
H -0.31090 0.71977 5.48954
H -0.38892 1.49992 1.40805
H -0.17258 -3.30559 -1.80563
O -1.50226 0.29574 -4.63419
H 1.65105 -0.42627 -4.75904
C -0.33208 -2.15323 -2.07455
C -1.95145 -1.96024 -2.27367
H -1.44987 1.90816 6.20763
H -2.20215 -2.40170 -3.35429
C 0.93148 -0.40266 -3.80667
Cl 0.06612 2.46204 -3.91375
H 0.38184 -4.52298 -4.43043
C -1.13479 1.40945 5.28716
H 0.80266 2.53002 6.50536
H 1.12820 0.35790 1.27720
N 0.33357 3.24885 4.57163
H -1.49682 -0.04164 -0.03200
H 1.62300 0.00570 -2.92474
H 1.45705 -1.10064 -1.04771
H 0.25390 -1.94918 0.16717
C 0.39739 1.03493 0.64193
C 0.47184 -1.94996 -3.52089
O 1.68821 -2.82220 -3.44418
C -0.71347 2.42994 4.26651
O -1.28047 2.54160 3.18248
C 1.12415 3.27739 5.77828
O 2.47214 -4.99199 -4.20786
H -0.55453 0.83889 -1.41981
H 0.96210 1.94855 0.16431
H 1.03691 4.27436 6.21719
C -0.41300 0.12474 -0.50383
H -1.98007 0.83348 4.89975
H 0.55614 3.90793 3.83396
C 0.31955 -1.30349 -0.83402
```

Computed properties:
Structure (SMILES): CCC[C@@H](C)[C@@H](CC(=O)Cl)OC=O.CNC(C)=O
Spin multiplicity: 1
HOMO: -0.3557 Ha
Kohn-Sham gap: 9.45 eV

This record from the Open Molecules 2025 dataset describes a structure of composition C12H22F10InN3O18S8 at a distorted geometry. The level of theory is ωB97M-V/def2-TZVPD.

Structure (XYZ):
```
74
C12H22F10InN3O18S8 | the Open Molecules 2025 dataset | ωB97M-V/def2-TZVPD
S -0.58913 -3.03635 3.38861
O 1.51976 -3.08196 -0.57981
S 2.02635 0.43631 -2.79210
F -4.61772 1.39932 -2.20918
F -4.63746 -0.50318 -1.20589
N 2.08743 -0.17678 -1.18117
H -2.22975 5.51540 -0.71898
H -0.35204 -5.67507 0.10783
S 1.85023 -2.68912 2.73897
H 2.29424 2.97911 1.86876
O -0.83792 2.57566 2.94468
C 0.92829 1.13487 4.32391
F -3.46210 -3.64237 -2.65003
F 0.56076 -0.18704 -2.99612
F 3.78246 -0.13343 0.52121
C -3.84689 0.45098 -1.68407
C 2.71281 2.78472 3.95932
O -2.11869 0.89198 -3.61894
H 1.17659 2.84638 5.58541
O -0.81999 -2.22865 4.51600
N 0.31067 -2.38752 2.23413
O 2.71670 -0.26341 -3.81524
C 0.96233 -4.36580 -0.77189
N -1.89346 -1.26452 -2.30298
S -2.86542 -0.21893 -3.15856
C 1.75569 3.11257 2.81289
C 1.80507 2.14895 5.02739
C -2.28895 -3.96707 -3.17115
F 2.51536 -1.73089 1.68415
H -3.33256 4.29224 -1.05598
O 1.20372 3.18983 -0.36922
H -1.84364 5.12229 -3.02959
O 2.27594 -2.14189 3.98073
H 1.65263 -5.21051 -0.74693
C -0.31401 3.70282 -2.45597
F -1.65171 -4.84632 -2.40704
C -1.75687 4.18541 -2.48744
H -1.97871 2.99273 0.53479
H 1.33261 4.11193 2.79547
H 2.38658 1.61680 5.78365
F -1.95690 -3.06436 2.57423
H -1.94606 -4.28627 -0.46947
H 0.10969 0.66825 4.86479
H 3.06580 3.67298 4.48459
O -1.26381 -3.77439 -0.02351
S 3.62042 0.25827 -1.03520
In -0.32333 -1.04804 -0.04817
O -0.32775 -4.42714 3.48957
H 0.51591 -4.32529 -1.76886
C -1.38845 3.72446 -0.00720
H -2.39918 3.39301 -2.86796
O 2.35005 -3.96538 2.38068
H 1.57796 0.33561 3.94282
H -0.82460 4.34232 0.68735
H 0.09684 3.21063 -3.33032
O 4.53551 -0.63608 -1.65885
H 0.18923 -4.46301 1.24980
F -3.08461 0.93737 -0.72233
O 0.46652 0.89605 1.72991
H 0.26212 4.63299 -2.39492
S 0.42366 1.89661 2.77877
C -0.12072 -4.61281 0.22912
H 2.44570 -2.99485 -0.83533
C -2.25779 4.46913 -1.03515
O 1.83139 1.83287 -2.92967
S -1.23027 -2.38936 -3.42563
O -1.44247 -2.07794 -4.78660
O -3.80997 -0.87096 -3.99419
O -0.59274 1.50331 -0.98558
H 3.55750 2.14758 3.71775
O 0.08366 -2.73719 -2.99642
S -0.08110 2.87775 -0.91023
F -2.47106 -4.49708 -4.36192
O 3.96964 1.63146 -0.94154
```

Computed properties:
Spin multiplicity: 1
HOMO: -0.3860 Ha
Kohn-Sham gap: 4.55 eV

This record from the Open Molecules 2025 dataset describes a structure of composition C12H22IrO7PS2Sb. The level of theory is ωB97M-V/def2-TZVPD.

Structure (XYZ):
```
46
C12H22IrO7PS2Sb | the Open Molecules 2025 dataset | ωB97M-V/def2-TZVPD
C -1.26059 0.53495 2.05098
O 1.00506 -0.68500 2.40486
C 6.24683 0.06509 -1.17068
C 3.83969 0.35740 -2.79701
H 4.06333 -0.60143 -3.26654
O -1.14589 -2.01252 2.39358
H -2.70039 -0.96520 -3.06670
H -1.78206 -4.06525 -0.31337
S -0.38790 1.64573 -0.36565
Ir 2.03849 -0.51861 0.51400
O 1.05271 1.18626 0.06291
H -5.17055 -0.22993 -0.73909
H -3.23936 3.72371 2.93381
Sb -2.90484 -1.65686 -0.47860
H 2.75911 0.50404 -2.76756
H 4.29537 1.15676 -3.38334
H 4.78920 2.71082 -0.80352
O -0.29170 2.97369 -0.85684
C -1.96645 0.60178 3.24588
C -1.96042 2.78070 1.49953
S -0.36516 -0.97027 1.82835
H 4.44608 1.84389 0.70615
H -1.97062 -0.24597 3.91657
H 6.72642 0.85214 -1.75537
H -2.73818 -3.79741 1.16368
H -3.57139 -4.21252 -0.37109
C -1.24274 1.64297 1.18214
H -5.26674 -1.23655 0.73647
C -4.97729 -1.20915 -0.31030
H 3.12998 2.20083 -0.44483
P 4.50321 0.36676 -1.15070
O -0.01486 -1.23217 0.38103
H -1.94970 3.61730 0.81427
H 6.45252 -0.90253 -1.62940
C -2.67677 2.83266 2.69094
H -1.50904 -2.22221 -2.66340
C -2.72518 -3.69758 0.08280
C -2.54098 -1.90294 -2.54220
H -3.22056 1.80697 4.48935
O 3.79518 -0.79092 -0.29798
H -5.48255 -1.99045 -0.87805
H -3.23112 -2.67164 -2.88836
O -1.00129 0.65582 -1.21083
H 6.64141 0.07387 -0.15467
C 4.18101 1.92635 -0.35035
C -2.67126 1.75659 3.55918
```

Computed properties:
Spin multiplicity: 6
Net charge: +2
HOMO (alpha / beta): -0.5499 / -0.5798 Ha
Kohn-Sham gap (alpha / beta): 9.38 / 6.33 eV

This record from the Open Molecules 2025 dataset describes an isolated molecule of C12H22N2 at a distorted geometry. The level of theory is ωB97M-V/def2-TZVPD.

Structure (XYZ):
```
36
C12H22N2 | the Open Molecules 2025 dataset | ωB97M-V/def2-TZVPD
H -1.20489 -2.43242 -1.01618
H -2.34073 -1.49686 1.67172
C -0.01467 -0.78576 0.62290
H 0.47309 -3.17283 -0.91136
H -0.88867 -4.02201 -0.43615
H 0.03099 2.03686 2.48620
C 0.81387 -2.90659 1.74576
C -0.34869 0.13979 1.56496
C -0.28498 -2.25332 0.90883
H 1.07478 3.47349 -1.73880
H -1.60299 1.12136 -0.36996
C -0.45727 -2.96948 -0.45371
H 0.34472 0.89110 -3.41161
C 0.05494 1.51587 1.48002
H 0.55809 -3.93194 2.03121
H -1.27179 -2.63297 2.73766
H 1.15030 -2.47740 2.67925
C 1.01848 0.85127 -2.56417
H 1.71167 1.63621 -2.51367
C 0.92356 4.09406 -0.82736
H 1.01417 3.76626 1.18806
H 1.31915 -1.04494 -0.94824
N 0.29306 2.11580 0.35047
H 1.75416 -2.86288 1.21933
H -1.23453 2.27088 -1.53331
C 0.09291 0.70693 -1.35023
H 1.81850 4.76342 -0.75973
H -2.10625 -3.25303 1.47692
H -1.84453 0.60061 -2.06526
N 1.01176 3.29265 0.31413
C -1.27349 1.29021 -1.33986
H -0.85987 -0.09913 2.48243
H 1.45359 -0.10857 -2.72001
C 0.51783 -0.34159 -0.62111
H -0.03846 4.57178 -1.10553
C -1.65780 -2.34684 1.72643
```

Computed properties:
Structure (SMILES): CN/N=C/C=C(\C=C(C)C)C(C)(C)C
Relative energy (zero: lowest compared OMol25 entry of this formula, charge and spin): 35.0 kcal per mole
Spin multiplicity: 1
HOMO: -0.2726 Ha
Kohn-Sham gap: 8.29 eV

Number 1: E -66796.301 eV. Number 2: E -120508.486 eV. Number 3: E -34998.045 eV. Number 4: E -173146.774 eV. Number 5: E -67449.598 eV. Number 6: E -15776.372 eV.